Record 1
# C5H12NO

A 2-piece molecular cluster, C5H12NO overall in a non-equilibrium geometry (wB97M-V/def2-TZVPD, OMol25).

Results
- Charge: +1

Last column: natural (NBO) charge in e.
Atoms and positions in Å:
C: 0.18108 1.05715 -1.51226  -0.611
C: -0.02172 1.43388 -0.05026  -0.457
C: -1.10523 0.70284 0.66343  0.136
C: -2.30240 1.24267 0.97466  -0.312
C: -0.03242 -1.42899 1.15087  0.103
N: -1.05867 -0.72232 0.84877  -0.409
H: -0.72360 1.20721 -2.10342  0.226
H: 1.03493 1.55891 -1.96813  0.248
H: 0.52846 0.02366 -1.65035  0.207
H: 0.90391 1.25421 0.52251  0.221
H: -0.32030 2.48354 -0.07706  0.254
H: -2.17853 2.30767 1.14446  0.235
H: -3.27808 0.77931 0.90867  0.235
H: -0.15445 -2.47230 1.41070  0.229
H: 0.97925 -1.10326 0.92976  0.247
H: -1.90425 -1.28960 0.80582  0.444
H: 3.64067 -2.49076 -0.08090  0.484
H: 2.97030 -2.36137 -1.42603  0.485
O: 2.84106 -2.18243 -0.49123  -0.965

=====

Record 2
# C5H12NO

An isolated ion of composition C5H12NO and charge +1 in a non-equilibrium geometry (wB97M-V/def2-TZVPD, OMol25).

Results
- SMILES: C=C(CO)[C@@H](C)[NH3+]
- Charge: +1

Last column: natural (NBO) charge in e.
Atoms and positions in Å:
C: 1.89301 -0.80890 0.99861  -0.364
C: 0.87760 -0.23461 0.42408  -0.050
C: 1.14890 1.56634 0.01400  -0.094
O: -0.01858 2.06791 -0.48880  -0.736
C: -0.35064 -0.82220 -0.18336  -0.086
C: -1.56674 -0.70899 0.62747  -0.608
N: -0.50807 -0.15477 -1.52631  -0.695
H: 1.85762 -1.80824 1.22796  0.206
H: 2.88027 -0.33954 1.09759  0.226
H: 2.00661 1.50816 -0.73426  0.210
H: 1.36832 1.95528 1.05460  0.222
H: -0.44415 2.54103 0.17720  0.507
H: -0.23345 -1.95039 -0.41626  0.230
H: -1.76063 0.33123 0.75106  0.218
H: -1.36827 -1.22610 1.56074  0.259
H: -2.20677 -1.28252 0.00335  0.216
H: 0.27182 -0.33313 -2.23755  0.440
H: -0.43336 0.87972 -1.54849  0.471
H: -1.30407 -0.50229 -1.96752  0.426

=====

Record 3
# C5H12NO

A 2-piece molecular cluster, C5H12NO overall in a non-equilibrium geometry (wB97M-V/def2-TZVPD, OMol25).

Results
- Charge: +1

Last column: natural (NBO) charge in e.
Atoms and positions in Å:
C: -0.16127 1.45228 1.56155  0.390
C: -0.91999 -1.46298 0.83697  -0.615
C: 0.22272 0.98090 -1.87796  -0.431
C: -0.45382 -0.93291 -0.48369  -0.087
C: 0.95338 -1.09418 -0.79012  -0.252
N: 0.43724 0.30770 -0.61339  -0.421
O: 0.63775 1.25669 2.53242  -0.538
H: 0.02866 2.19931 0.80721  0.224
H: -1.77547 -0.82249 1.10432  0.189
H: -1.20535 -2.45765 0.72200  0.253
H: -0.26080 -1.34190 1.68875  0.210
H: 0.03488 0.23788 -2.66060  0.202
H: 1.09953 1.46780 -2.28686  0.224
H: -0.61330 1.60871 -1.81254  0.203
H: -1.03620 0.81674 1.63739  0.221
H: -1.32242 -1.04711 -1.20652  0.233
H: 1.66480 -1.42814 -0.03958  0.221
H: 1.24242 -1.53174 -1.77101  0.231
H: 1.42723 1.79110 2.65166  0.543

=====

Record 4
# C5H12NO

A 2-piece molecular cluster, C5H12NO overall in a non-equilibrium geometry (wB97M-V/def2-TZVPD, OMol25).

Results
- ⟨S²⟩: 2.01
- Multiplicity: 3
- Charge: +1

Last column: natural (NBO) charge in e.
Atoms and positions in Å:
C: 0.14546 1.76215 -0.14213  -0.706
C: -0.68960 0.57012 -0.64682  -0.025
C: -2.35458 -1.40380 -0.31357  -0.701
C: 2.09204 -0.32613 0.91705  -0.287
C: -1.61498 -0.15026 0.10899  0.472
N: 1.81295 -0.63399 -0.31404  -0.750
O: -1.66370 0.13366 1.40262  -0.543
H: -0.37455 2.46512 0.48295  0.238
H: 1.05877 1.49480 0.40691  0.295
H: -0.48670 0.29392 -1.67034  0.241
H: -2.97426 -1.79469 0.52947  0.281
H: -3.10550 -1.11722 -1.14111  0.287
H: -1.46965 -2.08413 -0.58934  0.278
H: 0.39536 2.21484 -0.98949  0.249
H: 3.07938 -0.38898 1.20383  0.200
H: 1.35235 -0.24074 1.76356  0.180
H: 0.84529 -0.45125 -0.68599  0.355
H: 2.59515 -0.75428 -0.92421  0.416
H: -1.40697 1.03554 1.63718  0.521

=====

Record 5
# C5H12NO

An isolated ion of composition C5H12NO and charge +2 (wB97M-V/def2-TZVPD, OMol25).

Results
- ⟨S²⟩: 0.76
- Multiplicity: 2
- Charge: +2

Last column: natural (NBO) charge in e.
Atoms and positions in Å:
O: 1.61361 1.89290 -0.71543  -0.070
C: 0.59715 1.35174 -0.94978  0.449
C: 0.40430 -0.15488 -0.42785  -0.041
C: -1.06356 -0.44887 -0.17252  -0.243
C: -1.14515 -1.97750 0.07756  -0.604
C: -1.69025 0.39320 0.93074  -0.630
N: 1.30636 -0.40830 0.76707  -0.695
H: -0.18179 1.84768 -1.58091  0.337
H: 0.79939 -0.70874 -1.28925  0.308
H: -1.57418 -0.29193 -1.12472  0.268
H: -0.86669 -2.52111 -0.82694  0.250
H: -2.15796 -2.23370 0.38257  0.295
H: -0.53210 -2.34453 0.89627  0.212
H: -1.61916 1.46186 0.72079  0.230
H: -1.19422 0.20603 1.88535  0.210
H: -2.75810 0.20873 0.99189  0.295
H: 0.86796 -0.09574 1.64156  0.473
H: 1.58251 -1.39449 0.85443  0.490
H: 2.17744 0.12234 0.66314  0.468

=====

Record 6
# C5H12NO2

A 2-piece molecular cluster, C5H12NO2 overall in a non-equilibrium geometry (wB97M-V/def2-TZVPD, OMol25).

Results
- Charge: -1

Last column: natural (NBO) charge in e.
Atoms and positions in Å:
C: 0.55598 1.56476 0.11043  -0.197
C: 0.71073 0.36690 -0.87478  -0.509
C: 1.59562 0.57987 -2.04308  -0.141
C: 1.48275 0.02366 -3.24160  -0.429
N: -0.68047 1.59819 0.87983  -0.695
C: -0.84419 0.25340 1.65246  0.130
O: -1.40578 -0.68337 0.88951  -0.931
H: 0.78245 2.46685 -0.50735  0.159
H: 1.36545 1.58874 0.82368  0.170
H: -0.33133 0.17018 -1.15589  0.244
H: 0.96839 -0.50572 -0.27390  0.241
H: 2.51286 1.16516 -1.89055  0.172
H: 2.21518 -0.04574 -4.03695  0.178
H: 0.52772 -0.33187 -3.64059  0.180
H: -1.52697 1.73448 0.34999  0.344
H: 0.16508 0.05955 2.05886  0.088
H: -1.47635 0.58396 2.51623  0.087
H: -1.87421 -3.22415 1.81216  0.441
H: -0.99235 -2.04045 1.57014  0.504
O: -0.96051 -3.00142 1.93735  -1.035

=====

Record 7
# C5H12NO2

C5H12NO2 as an isolated structure in a non-equilibrium geometry (wB97M-V/def2-TZVPD, OMol25).

Results
- Charge: -1

Last column: natural (NBO) charge in e.
Atoms and positions in Å:
C: 1.70946 1.37243 0.39149  0.396
O: 2.78913 1.37375 -0.16661  -0.646
C: 0.87897 0.15962 0.65428  -0.119
C: 0.10635 0.86427 -0.52992  -0.516
C: 0.67654 0.52251 -1.94838  -0.621
C: -1.90337 -1.89395 0.43381  -0.210
O: -2.27827 -0.68099 0.91930  -0.975
N: 0.09267 0.34721 1.85201  -0.897
H: 1.41275 2.16003 1.09522  0.137
H: -0.29544 1.87207 -0.57869  0.246
H: 1.23784 -0.81895 0.36149  0.206
H: 0.10854 -0.29687 -2.36691  0.206
H: -0.83839 0.28858 -0.57033  0.318
H: 0.64847 1.41152 -2.57309  0.193
H: 1.74626 0.36003 -1.81683  0.227
H: -0.80047 -2.06911 0.39353  0.078
H: -2.29109 -2.02776 -0.60417  0.092
H: -2.32337 -2.78831 0.95773  0.093
H: 0.23743 -0.40054 2.51770  0.353
H: -0.91402 0.24446 1.57835  0.439

=====

Record 8
# C5H12NO2

A 2-piece molecular cluster, C5H12NO2 overall in a non-equilibrium geometry (wB97M-V/def2-TZVPD, OMol25).

Results
- Charge: -1

Last column: natural (NBO) charge in e.
Atoms and positions in Å:
N: -0.26730 -1.69529 1.03450  -1.123
C: -1.99456 -0.45996 -0.65513  -0.415
C: -1.84319 0.45107 0.40863  -0.099
C: -0.49730 -0.02821 -0.73356  -0.540
C: 0.47014 -0.69134 0.31994  -0.060
C: 1.13623 0.35239 1.22826  -0.073
O: 1.49399 1.60536 0.69006  -0.793
H: 0.41130 -2.28528 1.50790  0.308
H: -2.49293 -0.27451 -1.61249  0.221
H: -1.91157 -1.53717 -0.49053  0.298
H: -2.00718 1.52065 0.44198  0.221
H: -1.75606 0.00177 1.39257  0.279
H: -0.19098 -0.47974 -1.68861  0.390
H: -0.12104 0.98452 -0.98654  0.335
H: 1.29417 -1.17369 -0.24677  0.169
H: 0.41780 0.54393 2.05430  0.128
H: 1.95694 -0.19656 1.70639  0.139
H: 1.45488 1.47518 -0.29866  0.515
H: 2.60912 0.66405 -2.09292  0.414
O: 1.83753 1.22282 -1.97932  -1.316

=====

Record 9
# C5H12NO2

A 2-piece molecular cluster, C5H12NO2 overall in a non-equilibrium geometry (wB97M-V/def2-TZVPD, OMol25).

Results
- Charge: +1

Last column: natural (NBO) charge in e.
Atoms and positions in Å:
O: -1.71059 -0.99818 0.84104  -0.442
C: -0.98925 -1.17634 -0.08805  0.400
C: -0.43900 0.03190 -0.85263  -0.152
N: 0.41409 0.82690 0.12618  -0.512
C: 1.86096 0.45497 -0.16560  -0.229
C: 1.81894 -0.60900 -1.23758  -0.441
C: 0.51155 -0.35019 -1.96462  -0.440
H: -0.74150 -2.20111 -0.43719  0.150
H: -1.25386 0.66522 -1.17912  0.266
H: 0.34351 1.83499 -0.00114  0.441
H: 0.14042 0.62411 1.10046  0.477
H: 2.30859 1.36102 -0.55599  0.223
H: 2.41092 0.21371 0.72931  0.243
H: 1.82565 -1.62109 -0.82736  0.229
H: 2.73986 -0.66582 -1.82315  0.267
H: 0.12616 -1.26405 -2.44393  0.252
H: 0.60234 0.32189 -2.82246  0.250
H: -1.13702 2.16041 2.78578  0.485
H: -1.12289 0.65988 3.23892  0.492
O: -1.35355 1.25151 2.51338  -0.958

=====

Record 10
# C5H12NO2

A 2-piece molecular cluster, C5H12NO2 overall in a non-equilibrium geometry (wB97M-V/def2-TZVPD, OMol25).

Results
- Charge: +1

Last column: natural (NBO) charge in e.
Atoms and positions in Å:
O: -0.24103 -1.50631 -2.08212  -0.491
C: -0.21176 -0.31664 -2.21936  0.440
C: -0.38858 0.60287 -1.02273  -0.170
N: -0.53774 -0.22220 0.19721  -0.511
C: 0.63604 -0.02290 1.08696  -0.240
C: 1.15660 1.38436 0.72542  -0.425
C: 0.79630 1.57900 -0.75941  -0.403
H: -0.11735 0.23128 -3.17019  0.162
H: -1.30061 1.16514 -1.18181  0.250
H: -1.36490 -0.07841 0.76783  0.454
H: -0.59455 -1.19387 -0.11325  0.478
H: 0.41725 -0.13363 2.13866  0.249
H: 1.50016 -0.63380 0.83179  0.238
H: 2.24189 1.47424 0.76734  0.250
H: 0.79583 2.21224 1.33546  0.235
H: 1.62170 1.26212 -1.39948  0.226
H: 0.46303 2.56317 -1.07114  0.252
H: -1.85800 -2.57655 2.42560  0.492
H: -1.38994 -3.34826 1.24690  0.493
O: -1.62436 -2.44186 1.49633  -0.979

=====

Record 11
# C5H12NO2S

A 2-piece molecular cluster, C5H12NO2S overall in a non-equilibrium geometry (wB97M-V/def2-TZVPD, OMol25).

Results
- Charge: -1

Last column: natural (NBO) charge in e.
Atoms and positions in Å:
C: -1.85414 -0.71186 -0.71863  -0.185
C: -1.29692 1.92857 -0.24869  -0.611
C: 0.19737 -2.04894 -1.20796  -0.696
C: -0.89110 0.47069 -0.59975  -0.471
C: -1.26297 -1.88327 -1.05325  -0.206
N: 1.87290 -0.14282 0.74679  -1.257
O: 1.72400 0.78153 3.43541  -1.003
O: 2.63804 2.13298 1.41002  -1.065
S: 1.59448 1.04595 1.58377  1.558
H: -1.70691 2.26652 -1.19004  0.183
H: -2.03273 1.98504 0.52411  0.195
H: -0.34782 2.34330 0.03773  0.233
H: 0.75301 -1.56974 -0.42738  0.281
H: 0.55156 -3.03714 -1.36081  0.199
H: 0.62444 -1.57456 -2.12771  0.199
H: -0.33696 0.40102 -1.49674  0.198
H: -0.20565 0.19469 0.18802  0.259
H: -1.84613 -2.84109 -1.16234  0.179
H: 2.04977 1.67427 3.61042  0.453
H: 2.72252 -0.67715 0.51165  0.366
H: -2.94677 -0.73799 -0.45462  0.192

=====

Record 12
# C5H12NO4PS

A 2-piece molecular cluster, C5H12NO4PS overall in a non-equilibrium geometry (wB97M-V/def2-TZVPD, OMol25).

Results
- SMILES: C=CC[C@H](N)C(=O)O.OP(O)S

Last column: natural (NBO) charge in e.
Atoms and positions in Å:
C: -1.89075 2.19160 0.77052  -0.386
C: -1.14910 1.70529 -0.22450  -0.198
C: 0.30187 2.03790 -0.44720  -0.439
C: 1.12482 0.82296 0.01367  -0.171
N: 2.55747 1.18217 -0.16555  -0.843
C: 0.82610 -0.28483 -1.06020  0.831
O: -0.18490 -0.95620 -1.14567  -0.680
O: 1.77156 -0.36797 -1.94172  -0.661
H: -1.47789 3.05282 1.26354  0.182
H: -2.84669 1.83277 1.10479  0.217
H: -1.45014 0.83864 -0.91541  0.232
H: 0.65657 2.21841 -1.60349  0.209
H: 0.59796 2.98662 0.01802  0.215
H: 0.83380 0.56180 1.01256  0.238
H: 2.69846 2.16249 0.15928  0.388
H: 3.05670 0.60256 0.53628  0.390
H: 2.42961 0.46640 -1.63879  0.514
O: -2.41970 -3.46269 1.32965  -1.016
P: -1.65756 -2.22815 0.64420  1.292
O: -1.14676 -3.10085 -0.58636  -1.047
S: 0.13451 -2.18724 1.71454  -0.423
H: -2.36137 -4.23608 0.73633  0.502
H: -0.79595 -2.41102 -1.20820  0.525
H: 0.39134 -3.42742 1.63370  0.129

=====

Q: Which energy relative to the best compared isomer or geometry (same formula, charge and spin) values were calculated for the entries above? A: 42.7, 59.3, 86.4, 18.6, 48.9, 72.5, 105.1, 184.0, 20.0, 12.9, 65.5, 0.0, in kcal/mol.